164
Properties=species:S:1:pos:R:3:forces:R:3:lowdin_charge:R:1 method="wB97M-V/def2-TZVPD" energy_ha=-6091.41895 total_charge=-1 homo_lumo_gap_ev=5.556 mol_weight_g_mol=1109.193
C 0.911 0.806 3.445 0.21 0.84 -0.62 -0.11
C 1.023 1.996 2.413 0.77 -0.99 -0.25 -0.24
C 0.457 1.649 0.990 -0.72 0.98 1.08 -0.20
C -1.111 1.744 0.924 1.16 0.39 -1.37 -0.21
N -1.813 0.526 1.365 0.32 0.31 1.12 -0.01
C -3.092 0.788 1.982 -1.10 0.57 -1.80 -0.63
Br -2.909 1.784 3.733 0.52 -0.25 -0.02 0.70
C -3.966 1.783 1.053 -1.91 1.69 -1.81 -0.74
O -4.713 2.629 1.587 0.29 -0.36 1.50 -0.13
O -3.925 1.695 -0.206 1.51 -1.36 1.14 -0.06
N -3.897 -0.406 2.270 1.43 -0.14 -0.38 -0.09
C -3.145 -1.654 2.384 1.42 -1.14 1.19 -0.16
C -2.150 -1.636 3.612 -0.60 0.00 -0.20 -0.19
C -1.749 -3.080 4.059 0.61 0.69 0.20 -0.20
C -0.721 -3.759 3.091 0.38 0.04 0.56 -0.16
C 0.547 -2.880 2.854 -0.88 -0.12 0.03 -0.18
O 1.543 -3.669 2.146 -0.07 0.58 -0.61 -0.07
C 2.134 -2.907 1.151 -0.44 0.09 -1.29 -0.53
C 1.478 -2.857 -0.271 0.24 -0.29 0.87 0.03
O 3.149 -2.305 1.324 0.47 -0.11 0.57 0.11
N -5.058 -0.498 1.506 -1.12 -1.32 -0.10 0.01
C -4.972 -1.414 0.390 -0.84 -0.76 -0.81 -0.43
C -5.826 -2.731 0.321 -0.51 0.49 -0.18 0.01
O -4.214 -1.237 -0.514 0.88 0.21 0.09 0.12
C -6.258 -0.666 2.291 -0.70 0.56 -0.61 -0.44
C -7.549 -0.097 1.633 0.26 0.19 0.15 0.00
O -6.268 -1.161 3.379 0.08 0.06 0.41 0.11
H 1.725 0.899 4.206 -0.81 -0.07 -0.30 0.07
H 1.105 -0.129 2.878 -0.28 0.48 0.50 0.04
H -0.101 0.818 3.901 0.72 -0.31 -0.14 0.02
H 0.586 2.942 2.809 0.18 -0.68 -0.29 0.09
H 2.123 2.166 2.274 -0.76 0.12 0.11 0.10
H 0.852 2.437 0.305 -0.37 -0.61 0.42 0.08
H 0.810 0.673 0.612 -0.18 0.52 0.55 0.08
H -1.402 2.670 1.462 -0.17 -0.80 -0.10 0.09
H -1.374 1.905 -0.152 0.04 0.08 0.82 0.12
H -1.906 -0.073 0.544 -0.56 0.16 0.32 0.12
H -3.803 -2.539 2.577 -0.03 1.05 -0.26 0.13
H -2.519 -1.922 1.499 -0.62 0.32 0.19 0.11
H -1.247 -1.036 3.349 -0.73 -0.46 0.23 0.07
H -2.653 -1.093 4.441 0.27 -0.45 -0.43 0.09
H -2.634 -3.732 4.267 0.59 0.49 -0.47 0.11
H -1.247 -2.964 5.058 -0.27 -0.17 -0.76 0.11
H -0.369 -4.690 3.604 -0.32 0.46 -0.75 0.11
H -1.153 -3.989 2.087 0.23 -0.03 0.84 0.12
H 0.259 -2.018 2.209 0.26 -0.36 0.58 0.11
H 1.005 -2.520 3.808 -0.43 -0.15 -0.74 0.14
H 1.797 -1.900 -0.735 -0.48 -0.50 0.36 0.07
H 1.928 -3.682 -0.876 -0.55 0.40 0.53 0.08
H 0.375 -2.967 -0.199 0.74 0.05 -0.29 0.09
H -5.354 -3.548 0.918 -0.43 0.78 -0.23 0.09
H -6.891 -2.570 0.602 0.75 -0.22 0.23 0.07
H -5.834 -3.071 -0.739 0.27 0.37 0.81 0.06
H -7.480 -0.058 0.524 -0.06 -0.15 0.71 0.09
H -7.671 0.963 1.969 0.39 -0.78 -0.21 0.09
H -8.444 -0.651 1.998 0.75 0.22 -0.38 0.08
C -0.209 5.631 1.604 -0.28 0.01 0.04 -0.35
O 0.336 4.976 0.737 0.14 0.08 -0.18 0.00
N -1.373 6.293 1.453 0.24 0.00 0.15 -0.18
C -1.979 7.049 2.529 -0.16 -0.23 -0.43 -0.06
C -2.043 6.241 0.165 0.21 -0.29 -0.05 -0.03
H 0.217 5.728 2.618 -0.05 0.04 0.03 0.13
H -2.969 6.634 2.737 -0.01 0.11 0.12 0.09
H -2.078 8.092 2.221 -0.07 0.02 0.21 0.08
H -1.375 7.001 3.430 -0.01 -0.05 -0.10 0.06
H -2.269 5.202 -0.084 -0.08 0.07 -0.09 0.10
H -1.381 6.647 -0.604 -0.09 -0.03 -0.06 0.09
H -2.965 6.817 0.196 0.05 -0.02 0.11 0.08
C 3.191 -7.786 -0.139 0.11 0.13 0.10 -0.36
O 2.062 -7.351 -0.272 0.06 0.05 -0.01 0.00
N 4.209 -7.143 0.470 0.01 -0.17 -0.08 -0.19
C 5.531 -7.734 0.586 -0.72 0.43 0.07 -0.07
C 3.973 -5.820 1.025 -0.32 -0.17 -0.08 -0.03
H 3.479 -8.781 -0.523 0.08 -0.02 0.02 0.13
H 5.790 -7.824 1.644 0.18 -0.07 -0.06 0.10
H 6.256 -7.088 0.086 0.14 -0.16 0.05 0.09
H 5.560 -8.719 0.128 -0.28 0.50 0.18 0.04
H 3.184 -5.879 1.776 0.01 0.21 -0.03 0.09
H 3.645 -5.148 0.229 0.01 0.09 0.13 0.08
H 4.882 -5.432 1.479 0.00 -0.08 -0.07 0.09
C 1.886 1.460 -2.062 0.03 0.08 -0.12 -0.33
O 1.378 0.602 -1.370 0.33 -0.43 -0.71 -0.01
N 3.197 1.513 -2.395 -0.27 0.18 -0.07 -0.19
C 3.737 2.568 -3.228 0.17 -0.30 0.07 -0.06
C 4.086 0.477 -1.899 -0.22 0.03 0.22 -0.04
H 1.296 2.290 -2.486 0.04 0.03 0.01 0.14
H 4.177 2.126 -4.125 0.08 0.19 -0.04 0.09
H 4.508 3.107 -2.672 0.02 0.11 -0.14 0.09
H 2.954 3.267 -3.522 -0.04 -0.07 0.08 0.08
H 3.735 -0.494 -2.252 0.14 -0.06 0.14 0.07
H 4.066 0.478 -0.807 0.04 -0.15 -0.03 0.10
H 5.102 0.648 -2.247 -0.10 0.03 -0.10 0.09
C 7.007 -10.592 -0.962 0.13 -0.14 -0.04 -0.33
O 7.148 -9.716 -0.129 0.69 -0.82 -0.19 -0.01
N 7.305 -11.897 -0.776 -0.13 0.20 -0.23 -0.20
C 7.109 -12.888 -1.816 0.09 -0.01 0.29 -0.06
C 7.838 -12.317 0.508 -0.04 0.29 0.04 -0.04
H 6.610 -10.378 -1.969 0.00 -0.05 -0.02 0.14
H 6.412 -13.650 -1.461 0.02 -0.07 -0.16 0.09
H 8.068 -13.356 -2.052 -0.09 -0.09 -0.11 0.09
H 6.706 -12.428 -2.717 0.02 0.05 0.08 0.08
H 7.121 -12.072 1.294 0.12 -0.05 0.07 0.09
H 8.767 -11.780 0.706 -0.03 -0.07 0.12 0.09
H 8.027 -13.388 0.506 -0.04 0.05 -0.09 0.09
C 4.118 5.287 -6.026 -0.02 0.02 0.06 -0.36
O 4.648 4.595 -6.872 -0.15 0.09 -0.09 0.01
N 2.975 5.990 -6.194 0.21 -0.04 0.22 -0.20
C 2.401 6.796 -5.133 -0.10 -0.08 -0.29 -0.06
C 2.302 5.934 -7.479 0.23 -0.18 -0.02 -0.05
H 4.548 5.398 -5.015 -0.06 0.05 0.03 0.13
H 1.397 6.431 -4.905 0.00 0.13 0.13 0.09
H 2.342 7.836 -5.462 -0.07 0.03 0.16 0.09
H 3.012 6.741 -4.233 0.01 -0.05 -0.07 0.08
H 2.037 4.899 -7.703 -0.04 0.07 -0.12 0.09
H 2.977 6.296 -8.257 -0.11 -0.05 -0.07 0.09
H 1.402 6.546 -7.461 0.06 -0.01 0.09 0.08
C -5.214 -5.509 -2.625 0.00 0.01 -0.05 -0.35
O -4.536 -4.937 -1.798 -0.02 -0.01 -0.10 0.02
N -5.572 -4.991 -3.825 -0.08 -0.27 0.09 -0.20
C -6.385 -5.726 -4.770 0.16 0.31 0.05 -0.07
C -5.123 -3.652 -4.169 0.10 -0.05 0.28 -0.03
H -5.604 -6.528 -2.458 -0.04 -0.02 -0.08 0.13
H -5.831 -5.852 -5.703 -0.15 -0.09 -0.07 0.09
H -7.304 -5.168 -4.967 -0.04 -0.14 -0.12 0.09
H -6.644 -6.709 -4.375 0.05 0.05 0.05 0.08
H -4.032 -3.622 -4.159 -0.04 0.15 0.01 0.10
H -5.494 -2.942 -3.428 0.13 0.09 -0.08 0.09
H -5.487 -3.374 -5.157 -0.03 -0.10 0.04 0.08
C 4.297 -1.445 -4.772 -0.11 0.00 -0.01 -0.37
O 5.322 -0.796 -4.856 0.06 -0.17 -0.02 0.01
N 4.213 -2.790 -4.882 -0.17 0.24 0.03 -0.20
C 2.951 -3.495 -4.769 0.28 -0.08 -0.02 -0.05
C 5.427 -3.549 -5.120 0.07 0.29 0.03 -0.05
H 3.320 -0.966 -4.593 -0.04 -0.07 0.00 0.13
H 3.005 -4.201 -3.937 -0.17 -0.03 -0.04 0.09
H 2.760 -4.042 -5.696 -0.14 -0.05 0.07 0.09
H 2.133 -2.798 -4.592 0.09 0.02 0.01 0.09
H 6.130 -3.372 -4.303 0.08 -0.08 -0.09 0.09
H 5.886 -3.215 -6.052 0.10 -0.09 0.06 0.09
H 5.201 -4.612 -5.184 -0.09 0.07 0.03 0.08
C -0.316 9.704 4.502 0.06 0.06 0.04 -0.34
O -1.281 8.969 4.563 0.17 0.15 0.29 0.00
N 0.876 9.473 5.101 -0.12 0.22 -0.18 -0.20
C 1.987 10.395 4.985 -0.06 -0.29 0.13 -0.06
C 1.042 8.261 5.884 -0.29 -0.01 -0.11 -0.04
H -0.339 10.648 3.933 0.06 0.02 0.01 0.14
H 2.835 9.881 4.526 0.08 0.16 0.02 0.09
H 2.271 10.744 5.981 0.12 0.09 -0.08 0.09
H 1.716 11.253 4.371 -0.06 -0.07 0.02 0.08
H 0.870 7.392 5.247 0.03 -0.06 0.14 0.09
H 0.309 8.249 6.693 0.06 -0.13 0.00 0.09
H 2.047 8.215 6.301 -0.03 0.08 -0.07 0.09
C -5.967 8.861 2.560 -0.04 -0.17 0.03 -0.36
O -6.247 9.853 1.909 -0.10 -0.06 -0.06 -0.01
N -6.579 7.662 2.455 0.25 0.29 0.21 -0.20
C -6.191 6.522 3.266 -0.15 -0.10 -0.31 -0.05
C -7.661 7.510 1.500 0.09 0.25 -0.02 -0.05
H -5.161 8.870 3.313 0.00 -0.07 0.01 0.13
H -5.875 5.709 2.609 0.03 -0.14 0.21 0.10
H -7.047 6.197 3.862 0.11 -0.12 0.06 0.09
H -5.370 6.782 3.934 -0.04 0.07 -0.06 0.08
H -7.291 7.730 0.497 -0.14 -0.03 -0.02 0.09
H -8.457 8.218 1.740 -0.04 -0.04 -0.12 0.09
H -8.051 6.495 1.531 0.11 0.02 0.05 0.09


163
Properties=species:S:1:pos:R:3:forces:R:3:lowdin_charge:R:1 method="wB97M-V/def2-TZVPD" energy_ha=-5332.16116 total_charge=+5 homo_lumo_gap_ev="5.511 / 4.391" mol_weight_g_mol=1081.624 multiplicity=2
Ca -0.510 -2.101 -4.806 0.11 -0.26 -0.67 1.81
C 1.298 8.716 1.703 0.63 -0.67 1.94 -0.06
C 1.083 7.654 2.898 -0.50 1.78 -1.90 -0.21
C 1.250 6.272 2.394 0.10 -2.54 0.28 -0.23
C 0.297 5.695 1.349 0.33 -0.53 -0.01 -0.05
N 0.487 4.113 1.106 -1.25 1.20 0.15 -0.15
C 0.069 3.147 2.229 -0.31 0.46 1.10 -0.09
C -1.453 3.103 2.269 -0.29 1.44 0.20 -0.14
C -1.923 3.572 0.889 0.14 -1.16 -0.58 -0.13
C -0.653 3.803 0.037 1.35 0.62 0.33 -0.06
C 1.963 3.803 0.826 -0.78 0.32 -1.98 -0.10
C 2.666 4.552 -0.365 -0.87 -0.14 1.01 -0.19
C 1.958 4.453 -1.702 0.21 -0.18 -0.80 -0.10
H 2.258 8.601 1.200 0.15 -0.46 0.07 0.07
H 1.398 9.697 2.167 -0.63 0.17 -0.36 0.08
H 0.529 8.638 0.934 -0.21 0.28 0.31 0.07
H 0.073 7.768 3.292 -0.18 0.12 -0.10 0.11
H 1.709 7.759 3.784 0.38 0.44 -0.41 0.12
H 1.179 5.653 3.287 -0.12 -0.45 0.13 0.11
H 2.251 6.059 2.017 0.25 0.51 0.01 0.10
H 0.501 6.107 0.361 0.18 -0.10 -0.04 0.12
H -0.766 5.885 1.501 0.03 -0.25 0.46 0.14
H 0.527 2.162 2.142 0.20 0.19 -0.66 0.12
H 0.390 3.543 3.193 0.45 0.09 -0.21 0.13
H -1.994 2.231 2.638 0.81 -0.14 -0.32 0.08
H -1.736 3.882 2.977 -0.14 0.06 0.06 0.12
H -2.491 2.777 0.405 -0.05 -0.08 -0.12 0.09
H -2.627 4.391 1.034 0.47 0.37 -0.60 0.12
H -0.215 3.018 -0.580 -0.64 -0.84 0.52 0.10
H -0.727 4.590 -0.713 -0.06 0.48 0.61 0.12
H 1.862 2.775 0.476 0.53 -0.31 0.37 0.11
H 2.508 3.905 1.764 -0.19 -0.16 -0.09 0.14
H 3.641 4.068 -0.435 0.06 -0.16 -0.05 0.10
H 2.917 5.595 -0.173 -0.27 0.04 0.35 0.11
H 0.982 4.921 -1.833 0.20 0.42 0.47 0.07
H 1.786 3.433 -2.045 0.23 -0.35 0.16 0.07
H 2.621 4.914 -2.435 -0.14 0.02 -0.17 0.09
C 2.394 -0.928 1.455 0.08 -0.33 2.56 -0.12
C 3.586 -1.415 0.744 0.70 -0.09 -1.76 -0.25
C 4.850 -0.457 0.726 -1.56 -0.96 0.94 -0.15
C 5.687 -0.620 -0.468 1.91 0.10 -1.37 -0.13
N 6.124 0.669 -1.203 -0.54 -0.80 0.20 -0.17
C 4.871 1.270 -1.955 0.26 1.29 2.01 -0.11
C 4.858 0.676 -3.299 0.87 -0.90 -0.16 -0.18
C 6.348 0.745 -3.629 -0.44 -1.21 -0.42 -0.10
C 7.079 0.291 -2.307 0.43 1.11 -1.29 -0.07
C 6.842 1.683 -0.226 -1.80 0.09 0.26 -0.08
C 7.646 1.146 0.978 -0.20 -0.89 -1.59 -0.24
C 8.417 2.224 1.645 0.36 1.13 -0.04 -0.09
H 1.633 -1.708 1.468 -0.37 0.39 -0.43 0.06
H 2.037 0.072 1.207 -0.10 -0.17 -0.17 0.07
H 2.739 -0.966 2.488 -0.50 0.83 0.55 0.09
H 3.174 -1.727 -0.215 0.85 0.49 -0.98 0.06
H 3.849 -2.400 1.130 0.39 0.13 0.45 0.12
H 5.476 -0.809 1.545 -0.33 0.62 0.43 0.12
H 4.603 0.600 0.821 -0.37 -0.10 0.52 0.12
H 5.186 -1.295 -1.162 0.38 0.25 -0.50 0.13
H 6.664 -1.021 -0.196 -0.18 -0.44 -0.12 0.13
H 5.100 2.334 -1.894 -0.08 0.18 -0.71 0.13
H 3.922 1.176 -1.427 0.30 -0.54 0.65 0.11
H 4.189 1.088 -4.055 0.21 0.59 0.27 0.13
H 4.578 -0.376 -3.241 -0.15 -0.21 0.21 0.11
H 6.541 1.775 -3.927 0.63 -0.15 0.13 0.13
H 6.456 0.071 -4.479 0.92 0.18 0.05 0.13
H 8.009 0.850 -2.198 -0.25 0.44 0.10 0.13
H 7.487 -0.712 -2.182 -0.97 -0.40 -0.42 0.14
H 5.953 2.234 0.081 0.22 0.34 0.65 0.11
H 7.429 2.399 -0.801 0.04 -0.41 -0.39 0.14
H 8.419 0.478 0.599 -0.32 -0.67 -0.01 0.13
H 6.997 0.676 1.716 0.12 -0.28 -0.25 0.11
H 9.078 2.757 0.962 -0.16 0.10 -0.26 0.09
H 9.120 1.779 2.350 -0.49 0.24 0.49 0.10
H 7.698 2.937 2.047 0.50 0.17 0.61 0.09
C 3.565 -4.928 -1.478 -1.02 1.33 -0.21 -0.13
C 3.580 -6.200 -0.695 0.23 -0.01 1.00 -0.22
C 2.751 -6.168 0.645 -0.57 -1.27 -0.95 -0.14
C 1.321 -6.721 0.446 0.26 0.93 -1.82 -0.15
N 0.262 -6.094 1.290 -1.23 -1.27 2.38 -0.18
C 0.044 -4.627 1.008 0.27 -0.33 -0.50 -0.09
C -1.454 -4.309 0.938 0.99 2.19 0.67 -0.17
C -2.226 -5.570 1.039 0.16 -0.82 -0.18 -0.13
C -1.153 -6.669 0.996 -0.03 -1.37 -0.61 -0.06
C 0.676 -6.468 2.784 -1.60 1.30 1.09 -0.04
C -0.247 -5.837 3.902 -0.07 1.07 -0.50 -0.19
C 0.460 -4.816 4.818 0.11 -0.92 -0.20 -0.09
H 2.707 -4.919 -2.151 -0.09 0.08 -0.36 0.06
H 4.468 -4.774 -2.069 -0.07 -0.07 0.04 0.09
H 3.390 -4.069 -0.831 0.36 0.30 0.10 0.04
H 4.629 -6.301 -0.416 -0.12 -0.88 0.00 0.12
H 3.240 -6.921 -1.439 0.34 -0.87 0.70 0.12
H 2.768 -5.135 0.994 0.01 -0.20 0.49 0.10
H 3.060 -6.939 1.350 1.34 0.88 0.30 0.12
H 1.341 -7.807 0.536 -0.37 0.11 0.44 0.15
H 1.093 -6.529 -0.602 -0.69 0.08 -0.07 0.12
H 0.572 -4.007 1.731 0.27 -0.12 -0.36 0.13
H 0.375 -4.565 -0.029 0.73 0.54 0.36 0.11
H -1.696 -3.534 1.666 -0.13 -0.35 0.50 0.10
H -1.600 -3.734 0.024 -0.18 -0.42 -0.34 0.09
H -2.810 -5.685 1.952 -0.03 0.26 -0.15 0.13
H -2.880 -5.566 0.167 -0.19 -0.79 0.24 0.12
H -1.406 -7.517 1.632 0.40 0.29 0.55 0.14
H -1.082 -7.179 0.035 0.10 0.47 -0.35 0.13
H 1.663 -6.063 3.006 0.12 -0.28 -0.64 0.12
H 0.629 -7.549 2.918 0.27 0.04 -0.69 0.14
H -0.707 -6.547 4.589 0.16 -0.50 -0.48 0.12
H -1.087 -5.276 3.491 -0.16 -0.26 -0.52 0.09
H 1.108 -4.115 4.291 -0.03 0.07 -0.10 0.06
H 1.067 -5.417 5.495 0.16 0.49 0.30 0.09
H -0.305 -4.267 5.367 0.24 -0.02 0.16 0.08
C -7.085 -2.751 -5.147 1.66 -0.13 0.31 -0.07
C -6.082 -1.789 -4.474 -0.84 1.52 -0.97 -0.28
C -6.756 -0.930 -3.405 0.32 -0.83 1.95 -0.19
C -5.776 -0.030 -2.613 -0.67 0.45 -0.25 -0.10
N -6.337 1.069 -1.643 1.96 -0.32 -0.06 -0.16
C -5.077 1.439 -0.739 -0.82 0.60 0.31 -0.09
C -5.159 0.546 0.491 1.12 1.05 0.16 -0.18
C -6.467 -0.146 0.435 -0.59 -3.08 -0.18 -0.16
C -7.331 0.471 -0.656 0.48 1.23 0.91 -0.06
C -6.865 2.331 -2.354 0.22 -0.48 -0.93 -0.08
C -5.759 3.240 -2.998 -0.95 0.18 1.76 -0.21
C -6.383 4.475 -3.713 0.81 -0.63 0.74 -0.06
H -7.923 -2.158 -5.512 0.03 -0.58 -0.33 0.09
H -7.373 -3.630 -4.570 -0.43 0.50 0.61 0.08
H -6.445 -3.242 -5.881 -0.69 0.26 -0.95 0.07
H -5.841 -1.012 -5.199 0.42 -0.29 -0.76 0.10
H -5.133 -2.272 -4.241 -0.07 -0.11 0.72 0.09
H -7.104 -1.711 -2.729 -0.54 0.37 0.57 0.12
H -7.636 -0.414 -3.788 0.20 0.08 -0.24 0.13
H -5.141 0.562 -3.272 0.03 -0.16 -0.14 0.11
H -5.141 -0.685 -2.018 -0.07 0.20 0.16 0.11
H -5.161 2.472 -0.403 -0.69 0.02 -0.26 0.12
H -4.089 1.448 -1.197 -0.45 -0.54 -0.91 0.11
H -5.070 1.212 1.349 -0.08 -0.15 0.17 0.12
H -4.335 -0.162 0.575 -0.01 0.04 -0.15 0.10
H -6.913 -0.263 1.423 -0.49 0.51 -0.24 0.13
H -6.242 -1.185 0.192 -0.13 -0.25 -0.22 0.12
H -7.797 1.256 -0.060 -0.37 0.66 -0.93 0.14
H -8.101 -0.065 -1.211 0.31 -0.35 0.33 0.15
H -7.579 2.712 -1.624 0.53 0.87 -0.03 0.14
H -7.489 2.074 -3.210 -0.15 -0.78 0.14 0.13
H -5.097 2.626 -3.609 -0.28 0.07 -0.40 0.10
H -5.142 3.590 -2.171 0.21 0.27 -0.14 0.09
H -7.221 4.181 -4.344 0.25 0.28 -0.24 0.09
H -5.565 4.987 -4.220 -0.32 -0.15 -0.58 0.08
H -6.703 5.216 -2.980 -0.35 -0.26 0.11 0.09
N -0.420 -1.348 -2.750 -3.82 2.16 -0.14 -0.53
S 0.797 -1.278 -1.841 9.18 -2.17 4.37 0.42
O 0.679 -2.270 -0.778 0.11 2.22 -1.65 -0.24
O 1.523 -0.022 -1.699 -2.63 -1.22 0.42 -0.23
F 1.867 -1.953 -2.807 -0.55 -1.00 -1.44 -0.19
S -1.375 -0.410 -1.669 -6.99 1.54 4.31 0.62
O -1.266 1.022 -1.755 1.54 -1.60 -0.33 -0.22
O -1.740 -1.000 -0.329 2.41 1.24 -4.57 -0.24
F -2.773 -0.570 -2.408 0.66 -1.03 -0.99 -0.18
N -2.732 -0.039 4.773 -4.92 -0.34 3.40 -0.04
S -3.945 -1.229 4.571 -9.07 -2.14 4.14 0.68
O -3.607 -2.529 5.153 0.02 3.47 -1.35 -0.18
O -4.868 -1.163 3.428 3.61 0.07 0.83 -0.22
F -4.966 -0.463 5.619 2.32 -1.26 -0.95 -0.16
S -1.941 -0.533 3.661 12.19 -0.73 -6.73 0.45
O -2.180 0.068 2.360 -1.46 -1.48 0.80 -0.18
O -1.378 -1.906 3.715 -2.15 2.77 -0.40 -0.16
F -0.620 0.333 3.991 -0.54 -0.64 0.25 -0.16